{
  "formula": "C8H36B3O4Pt",
  "method": "ωB97M-V with the def2-TZVPD basis set",
  "species": ["H", "B", "O", "H", "H", "H", "H", "H", "H", "C", "H", "H", "C", "C", "C", "H", "H", "H", "C", "H", "H", "C", "B", "H", "B", "H", "H", "C", "H", "O", "H", "H", "H", "H", "H", "H", "O", "H", "O", "C", "H", "H", "H", "H", "H", "H", "H", "Pt", "H", "H", "H", "H"],
  "xyz": [[5.70490, 4.14628, 2.75774], [4.94688, -2.81402, -0.42286], [4.39879, 2.37485, 1.10005], [2.28108, -5.71929, -4.70316], [-3.54494, 0.32299, 0.15762], [3.50819, 2.78539, 2.81175], [-4.24232, 3.19954, 3.44703], [-1.65275, -3.73270, -5.12592], [0.72004, -0.69540, -1.02824], [-2.71223, 4.05752, 4.37687], [6.63673, 2.70142, 2.46693], [-5.36497, 3.41303, -0.48192], [-4.21219, 1.58730, -1.02341], [-2.41407, -3.85312, -3.12198], [-1.76719, -3.10429, -4.24268], [-5.64148, 2.81446, -2.18590], [-3.15435, -4.52685, -3.55347], [-2.95243, 6.09003, 3.95990], [5.71799, 3.06910, 2.92392], [-2.45272, -2.35081, -4.63052], [-2.15444, 3.89055, 3.45541], [4.42521, 2.31130, 2.46187], [0.24622, -0.72993, -0.05946], [5.90490, -2.38263, -0.17723], [2.89513, -5.44809, -3.85838], [1.00501, -1.12317, 0.59920], [-3.27254, 2.09172, -1.24866], [-2.52449, 5.52471, 4.78779], [-0.77565, -2.71644, -4.00918], [-4.23586, 0.98759, 0.20795], [4.34641, -2.16518, -1.04147], [-1.48270, 5.75834, 5.00730], [-2.96341, 5.69916, 5.77015], [-1.90113, -5.17859, -1.85752], [-0.63534, -1.35209, -0.05632], [-2.95566, -3.13063, -2.51141], [-1.44429, -4.49320, -2.35061], [5.10718, -3.80065, -0.82919], [-4.09030, 3.94190, 4.03642], [-5.44629, 2.55252, -1.14601], [3.89318, -5.75870, -4.12609], [4.44648, -3.03840, 0.50639], [-4.37508, 0.87770, -1.83460], [2.83441, -4.38588, -3.67880], [3.70637, 1.85285, 0.68815], [5.72063, 2.93711, 4.00590], [-6.35976, 2.09010, -0.77208], [1.87233, -3.54562, -0.85109], [-2.48045, 3.27331, 5.09755], [2.51955, -5.95737, -2.98442], [4.34712, 1.37819, 3.01981], [0.02424, 0.27423, 0.26707]],
  "forces_ev_per_angstrom": [[-0.4, 0.0, -0.3], [0.7, 2.8, -2.4], [0.5, -0.7, -2.1], [-2.8, -0.9, -3.1], [0.2, -0.3, 0.5], [0.0, 0.7, 0.5], [0.2, -0.1, 0.0], [0.4, -0.4, 0.1], [1.6, 0.3, -4.3], [-0.4, 0.4, -0.8], [-0.2, -0.4, 0.1], [0.4, 0.3, -0.4], [-2.0, 1.5, -1.9], [-0.5, 1.1, -0.2], [0.1, -0.1, -1.4], [0.2, 0.3, 0.1], [0.0, -0.4, 0.1], [0.1, 0.4, 0.5], [-1.3, -0.3, 0.5], [0.2, 0.5, 0.4], [0.4, -0.2, 0.1], [0.4, 1.7, 1.7], [-0.3, -1.0, -0.7], [3.0, 2.3, 1.5], [-0.1, -0.5, -0.1], [3.4, -1.9, 3.4], [0.1, 0.3, 0.2], [0.4, -1.2, 0.7], [-0.3, 0.3, 0.2], [0.3, -0.7, 1.1], [-1.9, 2.2, -2.9], [0.2, 0.0, -0.7], [-0.7, 0.2, -0.3], [0.2, -0.1, 0.2], [-3.5, -2.4, 0.0], [-0.2, 0.1, 0.3], [0.3, -0.8, 0.4], [-0.7, -5.0, -1.2], [-0.7, 0.1, 0.2], [0.6, -0.5, 0.6], [4.2, -0.8, -0.6], [-1.9, -2.5, 4.7], [0.2, -0.5, -0.1], [0.0, 5.0, 0.9], [-0.2, -0.2, 0.2], [0.5, 0.0, 0.1], [0.1, -0.6, -0.1], [0.4, 1.1, -0.5], [0.4, 0.3, 0.3], [-1.6, -2.3, 3.9], [0.6, -0.9, -0.8], [-0.6, 3.9, 1.4]],
  "charge": -1,
  "largest_force_ev_per_a": 5.69,
  "relative_energy_kj_mol": 943.1,
  "orbital_gap_ev": [6.20, 3.33],
  "spin_multiplicity": 3
}